Record 1
{"formula": "CH4INS", "method": "wB97M-V/def2-TZVPD", "e_homo_ev": -9.3, "charge": 0, "de_lowest_kj_mol": 133.0, "lumo_ev": 0.098, "energy_ev": -21525.99486, "gap_ev": 9.35, "symbols": ["C", "N", "S", "I", "H", "H", "H", "H"], "xyz": [[0.5262, 1.0941, -0.1170], [1.6500, 0.8334, 0.3359], [-1.6996, -1.1949, -0.2474], [3.0845, -0.1381, -0.6937], [0.1626, 0.8823, -1.0604], [-0.2098, 1.4545, 0.5318], [-2.5049, -2.1197, 0.3465], [-1.0090, -0.8116, 0.9043]], "mulliken_charge": [-0.500, -0.465, -0.292, 0.115, 0.340, 0.466, 0.159, 0.176]}

Record 2
{"formula": "CH4INS", "method": "wB97M-V/def2-TZVPD", "e_homo_ev": [-9.1, -8.6], "charge": 0, "de_lowest_kj_mol": 438.1, "lumo_ev": [-0.365, -1.709], "energy_ev": -21522.83333, "gap_ev": [8.69, 6.89], "symbols": ["C", "N", "S", "I", "H", "H", "H", "H"], "xyz": [[0.6284, -1.2518, -1.0905], [-0.6167, 0.4845, 1.2088], [-0.3051, 1.7949, 0.2458], [-2.4885, 0.4096, 1.9455], [0.0954, -0.5691, -0.4232], [1.3580, -0.9319, -1.8570], [0.4770, -2.2185, -0.8652], [0.8516, 2.2823, 0.8357]], "mulliken_charge": [-0.606, -0.432, -0.022, 0.188, 0.094, 0.281, 0.316, 0.182]}

Record 3
{"formula": "CH4IO2PS", "method": "wB97M-V/def2-TZVPD", "e_homo_ev": -9.3, "charge": 0, "de_lowest_kj_mol": 12.3, "lumo_ev": -0.153, "energy_ev": -33420.50703, "gap_ev": 9.11, "smiles": "COp1os1.I", "symbols": ["C", "O", "O", "P", "S", "I", "H", "H", "H", "H"], "xyz": [[-0.3521, -1.0963, 0.5261], [0.7770, 1.3633, 0.1331], [-1.2213, -0.0006, 0.8824], [-0.6128, 1.4853, 0.9745], [1.3409, 1.2084, 1.8503], [-0.3505, 1.1577, -3.2905], [-0.2181, -1.7054, 1.4162], [0.6735, -0.7551, 0.2215], [-0.9268, -1.7684, -0.1896], [0.8901, 0.1110, -2.5239]], "mulliken_charge": [-0.498, -0.235, -0.257, 0.391, -0.147, -0.117, 0.242, 0.304, 0.210, 0.106]}

Record 4
{"formula": "CH4IOP", "method": "wB97M-V/def2-TZVPD", "e_homo_ev": -8.8, "charge": 0, "de_lowest_kj_mol": 169.3, "lumo_ev": -0.822, "energy_ev": -20536.92134, "gap_ev": 7.95, "symbols": ["C", "O", "P", "I", "H", "H", "H", "H"], "xyz": [[0.7708, 0.5311, 0.4530], [-0.2138, 0.5701, -0.4227], [-0.5836, -0.9836, -0.9104], [-0.2822, 0.1003, 2.9708], [1.2441, 1.4281, 0.7504], [1.3595, -0.3961, 0.4057], [-2.0216, -0.6481, -1.0401], [-0.2732, -0.6018, -2.2066]], "mulliken_charge": [-0.576, -0.206, 0.038, -0.255, 0.413, 0.410, 0.099, 0.076]}

Record 5
{"formula": "CH4IP", "method": "wB97M-V/def2-TZVPD", "e_homo_ev": [-9.4, -8.3], "charge": 0, "de_lowest_kj_mol": 354.7, "lumo_ev": [-1.170, -0.619], "energy_ev": -18487.84699, "gap_ev": [8.23, 7.70], "symbols": ["C", "P", "I", "H", "H", "H", "H"], "xyz": [[-0.6799, 0.3441, 0.4072], [0.1900, -1.1340, -0.1905], [0.6448, -0.1848, -2.3343], [-1.6297, 0.6123, -0.1027], [-0.2265, 1.3106, 0.3961], [-0.9614, 0.3893, 1.3804], [2.6628, -1.3376, 0.4437]], "mulliken_charge": [-1.201, -0.021, -0.019, 0.390, 0.433, 0.434, -0.016]}

Record 6
{"formula": "CH4IP", "method": "wB97M-V/def2-TZVPD", "e_homo_ev": [-9.5, -8.2], "charge": 0, "de_lowest_kj_mol": 334.4, "lumo_ev": [-0.940, -2.680], "energy_ev": -18488.05781, "gap_ev": [8.56, 5.54], "symbols": ["C", "P", "I", "H", "H", "H", "H"], "xyz": [[0.4152, 0.8570, 0.0700], [0.0441, -0.7937, -0.3995], [1.3667, -3.7722, -1.9771], [0.7071, 1.6639, -0.5283], [0.6379, 1.2051, 1.0884], [-0.6204, -1.2950, 0.7718], [-1.0679, -1.0839, -1.3540]], "mulliken_charge": [-0.665, -0.054, -0.140, 0.331, 0.284, 0.099, 0.146]}

Record 7
{"formula": "CH4N2", "method": "wB97M-V/def2-TZVPD", "e_homo_ev": -9.3, "charge": 0, "de_lowest_kj_mol": 604.2, "lumo_ev": 0.020, "energy_ev": -4076.62030, "gap_ev": 9.36, "symbols": ["C", "N", "N", "H", "H", "H", "H"], "xyz": [[0.2275, 0.4260, -0.3682], [-0.5712, -0.0408, 0.7229], [-0.0623, -1.0085, -0.1273], [-0.3200, 0.8671, -1.1882], [1.0748, 0.9526, -0.2846], [0.5349, 0.0995, 1.9802], [-0.8838, -1.2959, -0.7348]], "mulliken_charge": [-0.104, -0.423, -0.312, 0.169, 0.250, 0.149, 0.271]}

Record 8
{"formula": "CH4N2", "method": "wB97M-V/def2-TZVPD", "e_homo_ev": -9.7, "charge": 0, "de_lowest_kj_mol": 247.7, "lumo_ev": 0.997, "energy_ev": -4080.31492, "gap_ev": 10.71, "smiles": "[H]/N=C\\N", "symbols": ["C", "H", "H", "H", "H", "N", "N"], "xyz": [[0.4509, 0.3714, -0.0352], [-1.0826, -0.1278, 0.9727], [-1.6888, -0.0058, -0.7131], [0.0945, 1.3593, -0.0313], [1.5100, -1.2058, -0.1638], [-0.9212, -0.2730, -0.0243], [1.6372, -0.1182, -0.0051]], "mulliken_charge": [-0.015, 0.241, 0.254, 0.346, 0.300, -0.622, -0.503]}

Record 9
{"formula": "CH4N2", "method": "wB97M-V/def2-TZVPD", "e_homo_ev": -9.4, "charge": 0, "de_lowest_kj_mol": 123.0, "lumo_ev": 1.156, "energy_ev": -4081.60723, "gap_ev": 10.55, "smiles": "[H]/N=C/N", "symbols": ["N", "C", "N", "H", "H", "H", "H"], "xyz": [[-1.1393, 0.1210, -0.5996], [-0.1308, 0.3483, 0.1348], [0.7179, -0.6759, 0.3714], [-1.8057, 0.8805, -0.6685], [0.4275, -1.6178, 0.1478], [1.6938, -0.3907, 0.1645], [0.2366, 1.3346, 0.4495]], "mulliken_charge": [-0.644, 0.102, -0.473, 0.223, 0.254, 0.216, 0.323]}

Record 10
{"formula": "CH4N2O", "method": "wB97M-V/def2-TZVPD", "e_homo_ev": -8.8, "charge": 0, "de_lowest_kj_mol": 452.7, "lumo_ev": 0.750, "energy_ev": -6125.81601, "gap_ev": 9.51, "symbols": ["C", "N", "N", "O", "H", "H", "H", "H"], "xyz": [[0.4887, -0.1775, 0.3516], [-0.6146, -0.8136, -0.1766], [-1.1292, 0.6175, -0.0315], [1.5922, 0.3163, -0.1072], [0.5040, -0.1292, 1.3865], [-0.6080, -0.8772, -1.2324], [-1.7863, 0.7349, 0.8394], [1.5532, 0.3287, -1.0299]], "mulliken_charge": [0.123, -0.319, -0.486, -0.390, 0.311, 0.299, 0.175, 0.286]}

Record 11
{"formula": "CH4N2O", "method": "wB97M-V/def2-TZVPD", "e_homo_ev": -9.1, "charge": 0, "de_lowest_kj_mol": 346.2, "lumo_ev": 0.700, "energy_ev": -6126.91902, "gap_ev": 9.79, "smiles": "[H]/N=C/NO", "symbols": ["C", "H", "H", "H", "H", "N", "N", "O"], "xyz": [[-0.3280, -0.4710, 0.1716], [1.3456, 1.7677, 0.4190], [0.0544, 0.5600, -1.4800], [0.1520, -0.9613, 1.1133], [-1.7650, -1.2822, 0.6715], [0.4305, 0.3250, -0.5769], [-1.4683, -0.8644, -0.1822], [1.5786, 0.9262, -0.1363]], "mulliken_charge": [0.166, 0.340, 0.262, 0.264, 0.263, -0.198, -0.676, -0.421]}

Record 12
{"formula": "CH4N2O", "method": "wB97M-V/def2-TZVPD", "e_homo_ev": -8.5, "charge": 0, "de_lowest_kj_mol": 1273.9, "lumo_ev": -1.989, "energy_ev": -6117.30511, "gap_ev": 6.48, "symbols": ["C", "H", "H", "H", "H", "N", "N", "O"], "xyz": [[0.4604, 0.9563, -0.2775], [-1.1128, -0.1105, -1.0736], [0.0050, -2.4849, -0.2374], [-0.1681, 0.3404, 2.0486], [0.6877, 1.9271, 0.5229], [-0.6270, -1.1662, 0.1332], [0.7874, -0.4423, 0.2728], [-0.0326, 0.9801, -1.3889]], "mulliken_charge": [0.120, 0.402, 0.245, 0.070, 0.291, -0.452, -0.213, -0.463]}

Record 13
{"formula": "CH4N2O", "method": "wB97M-V/def2-TZVPD", "e_homo_ev": -7.9, "charge": 0, "de_lowest_kj_mol": 354.4, "lumo_ev": 0.439, "energy_ev": -6126.83419, "gap_ev": 8.36, "symbols": ["C", "N", "N", "O", "H", "H", "H", "H"], "xyz": [[0.4795, -0.5278, 0.6891], [0.8979, 0.7059, 0.4955], [-0.9515, -0.1222, -1.0466], [0.3627, -1.5746, 1.2235], [0.4373, 1.4634, -0.0425], [1.6645, 1.0530, 1.0608], [-1.9051, -0.1374, -0.6686], [-0.9852, -0.8603, -1.7113]], "mulliken_charge": [0.592, -0.355, -0.735, -0.340, 0.303, 0.237, 0.149, 0.149]}

Record 14
{"formula": "CH4N2O", "method": "wB97M-V/def2-TZVPD", "e_homo_ev": -9.7, "charge": 0, "de_lowest_kj_mol": 82.4, "lumo_ev": 0.799, "energy_ev": -6129.65400, "gap_ev": 10.55, "smiles": "NC(N)=O", "symbols": ["C", "N", "N", "O", "H", "H", "H", "H"], "xyz": [[-0.9641, 0.0307, -0.0188], [-0.3523, -1.2128, -0.0454], [-0.0665, 1.2980, -0.2105], [-2.0984, 0.2325, 0.1811], [0.6090, -1.3936, -0.2729], [-0.8968, -2.0971, 0.0950], [0.7061, 1.0654, 0.3713], [-0.6397, 2.1783, -0.0544]], "mulliken_charge": [0.511, -0.377, -0.550, -0.504, 0.195, 0.238, 0.216, 0.272]}

Record 15
{"formula": "CH4N2O", "method": "wB97M-V/def2-TZVPD", "e_homo_ev": -9.7, "charge": 0, "de_lowest_kj_mol": 240.8, "lumo_ev": 0.620, "energy_ev": -6128.01204, "gap_ev": 10.36, "smiles": "[H]/N=C(/[NH3+])[O-]", "symbols": ["C", "N", "O", "N", "H", "H", "H", "H"], "xyz": [[0.3633, 0.4160, 0.0087], [-0.5767, -0.9098, -0.0323], [1.4645, -0.1588, -0.3119], [-0.1167, 1.5378, 0.2796], [0.5598, -1.2329, -0.3387], [-0.9423, -1.1444, 0.8874], [-1.3474, -0.7675, -0.6806], [0.5956, 2.2596, 0.1878]], "mulliken_charge": [0.448, -0.482, -0.634, -0.623, 0.466, 0.272, 0.280, 0.273]}

Record 16
{"formula": "CH4N2O2", "method": "wB97M-V/def2-TZVPD", "e_homo_ev": [-8.7, -8.7], "charge": 0, "de_lowest_kj_mol": 304.1, "lumo_ev": [-1.729, -1.413], "energy_ev": -8173.53374, "gap_ev": [6.94, 7.31], "symbols": ["C", "N", "N", "O", "O", "H", "H", "H", "H"], "xyz": [[1.4014, 1.1937, 0.4828], [-1.1452, -1.3077, -0.1515], [-1.1866, -0.0612, -0.3792], [2.5329, 1.4178, 0.8410], [0.9950, 0.4680, -0.4639], [0.5539, 1.6906, 1.0543], [-0.9079, -2.0198, -0.8432], [-1.0890, -1.5680, 0.8288], [-1.1545, 0.1867, -1.3690]], "mulliken_charge": [0.212, 0.016, -0.221, -0.537, -0.501, 0.211, 0.263, 0.275, 0.284]}

Record 17
{"formula": "CH4N2O2", "method": "wB97M-V/def2-TZVPD", "e_homo_ev": -9.6, "charge": 0, "de_lowest_kj_mol": 156.3, "lumo_ev": 0.609, "energy_ev": -8175.06581, "gap_ev": 10.17, "smiles": "NOC(N)=O", "symbols": ["C", "N", "N", "O", "O", "H", "H", "H", "H"], "xyz": [[-0.5834, -0.2303, -0.3422], [-0.2746, -1.4840, -0.5547], [1.0065, 1.5294, 0.5019], [-1.5303, 0.3117, 0.0026], [0.8469, 0.5215, -0.4330], [-0.9567, -2.2960, -0.4825], [0.6278, -1.7622, -0.2114], [0.3822, 2.3106, 0.2197], [0.4817, 1.0993, 1.2997]], "mulliken_charge": [0.519, -0.411, -0.425, -0.415, -0.302, 0.267, 0.263, 0.255, 0.248]}

Record 18
{"formula": "CH4N2O2", "method": "wB97M-V/def2-TZVPD", "e_homo_ev": -9.7, "charge": 0, "de_lowest_kj_mol": 368.2, "lumo_ev": -0.190, "energy_ev": -8172.86920, "gap_ev": 9.49, "smiles": "O=NO.C=N", "symbols": ["C", "N", "N", "O", "O", "H", "H", "H", "H"], "xyz": [[-0.2985, -0.9970, 1.3365], [0.6726, -0.1729, 1.4039], [-0.5584, 0.9807, -1.5995], [0.6692, 0.3415, -1.4372], [-0.7725, 1.8257, -0.8138], [-0.3338, -1.6210, 2.2173], [-1.0109, -0.8824, 0.5648], [0.6424, 0.5949, 0.6418], [0.9899, -0.0694, -2.3137]], "mulliken_charge": [-0.202, -0.581, 0.235, -0.413, -0.245, 0.269, 0.219, 0.325, 0.392]}

Record 19
{"formula": "CH4N2O2", "method": "wB97M-V/def2-TZVPD", "e_homo_ev": -8.8, "charge": 0, "de_lowest_kj_mol": 455.0, "lumo_ev": 0.670, "energy_ev": -8171.96929, "gap_ev": 9.43, "smiles": "O/N=C\\NO", "symbols": ["C", "H", "H", "H", "H", "N", "N", "O", "O"], "xyz": [[0.0648, 0.6592, -0.0069], [-2.5269, 0.1886, -0.3796], [-0.4428, -1.3629, -0.3491], [-0.3812, 1.6824, -0.1127], [2.7322, -0.6588, 0.6139], [-0.7571, -0.2569, -0.3128], [1.3912, 0.7000, 0.1237], [-1.9060, -0.2584, 0.3926], [1.8258, -0.6931, 0.0310]], "mulliken_charge": [0.196, 0.372, 0.310, 0.232, 0.350, -0.202, -0.400, -0.401, -0.457]}

Record 20
{"formula": "CH4N2O2", "method": "wB97M-V/def2-TZVPD", "e_homo_ev": -10.1, "charge": 0, "de_lowest_kj_mol": 193.8, "lumo_ev": 0.513, "energy_ev": -8174.67688, "gap_ev": 10.66, "smiles": "N=C=O.NO", "symbols": ["C", "N", "N", "O", "O", "H", "H", "H", "H"], "xyz": [[1.5555, -0.8936, 1.3598], [1.2259, -1.8989, 0.7655], [-0.9664, 0.5469, -0.2420], [2.2103, -0.1377, 1.9612], [0.3594, 0.9629, -0.0404], [-1.3704, 0.5029, 0.7910], [0.3955, -2.1073, 0.4060], [-1.4838, 1.2406, -0.6913], [0.3702, 1.9329, -0.0272]], "mulliken_charge": [0.617, -0.477, -0.473, -0.425, -0.331, 0.261, 0.281, 0.254, 0.293]}